No. 1
Below is a cluster of 2 separate species, C8H12O2 in total at a distorted geometry, with properties calculated with ωB97M-V/def2-TZVPD.

```
22
Properties=species:S:1:pos:R:3:forces:R:3
C -0.094 0.301 0.177 -1.2 -2.8 -5.1
C -0.084 0.439 2.574 0.1 3.8 1.5
C -2.072 -2.102 -1.067 1.9 2.2 0.0
H -1.575 -1.270 -1.786 -1.6 -2.2 1.1
C 0.464 0.294 -1.117 -3.3 -0.5 2.1
H 1.985 0.477 -3.194 -1.3 -1.3 -1.7
C 1.670 0.850 -1.270 4.3 1.8 -3.5
H 3.177 2.245 -0.511 -0.3 -0.8 0.4
O -3.085 -1.526 -0.302 0.5 1.5 0.3
H -3.882 -2.018 -0.280 -1.0 -0.8 -0.2
H -0.151 -0.007 -1.944 0.2 -0.3 -0.3
C 1.845 1.313 1.085 1.3 2.4 -2.6
O 2.318 0.970 -2.484 0.1 1.1 3.9
C 0.609 0.671 1.261 0.0 0.1 2.9
H 0.649 0.437 3.416 -0.7 0.2 -0.6
H 2.139 2.003 1.861 0.7 -0.5 0.4
H -2.371 -3.002 -1.547 -0.1 -0.6 -0.8
C 2.389 1.521 -0.234 -1.6 -0.4 3.3
H -1.017 -0.282 0.234 -0.1 0.8 0.4
H -0.746 -0.381 2.691 -0.4 -1.1 -0.6
H -0.895 1.383 2.783 2.3 -2.1 -0.6
H -1.274 -2.315 -0.346 0.2 -0.5 -0.4
```
Forces are in eV/Å.

Computed properties:
Orbital gap (spin up / spin down) (eV): 9.498 / 5.565
LUMO (spin up / spin down) (eV): -3.965 / -7.897
HOMO (spin up / spin down) (eV): -13.5 / -13.5
Charge: +1
Spin multiplicity: 2



No. 2
Below is an isolated molecule of C8H12O3S2 at a distorted geometry, with properties calculated with ωB97M-V/def2-TZVPD.

```
25
Properties=species:S:1:pos:R:3:forces:R:3
C -2.276 -0.788 0.141 1.7 1.8 0.5
H -2.249 0.374 -2.164 -0.4 -0.8 -1.2
C 0.777 1.689 0.706 0.9 -1.2 -3.7
H 2.384 -3.403 -0.362 -0.8 1.7 -1.7
H 2.912 -2.634 -1.974 -0.6 0.1 0.2
C -0.338 0.891 0.691 -1.4 -0.3 0.3
H 1.472 1.613 -0.225 -1.3 0.8 2.0
O -0.092 -1.169 -0.981 -0.1 1.5 0.7
H -2.581 -1.394 -0.659 0.5 -2.0 -0.8
O 2.067 0.049 -1.380 -1.1 -2.0 0.4
C -1.086 0.106 -0.408 -0.2 -1.4 1.4
C 1.045 2.300 1.912 -1.8 -1.2 1.5
C -1.574 0.930 -1.580 2.9 -0.5 0.5
H -1.992 -1.185 1.127 -0.4 -0.6 -0.8
H -3.229 -0.291 0.205 -0.1 1.3 0.7
C 2.066 -2.739 -1.277 -0.8 -0.4 1.0
H 0.157 2.339 3.837 -0.3 0.7 2.7
H 1.133 -3.132 -1.718 0.8 -0.3 -0.2
H 1.905 2.845 2.108 1.3 1.1 0.3
H -0.658 1.306 -2.096 -1.1 -0.1 0.0
H -2.143 1.703 -1.144 -0.4 1.3 0.5
S -1.069 0.931 2.291 0.0 -0.2 -0.6
S 1.461 -1.095 -0.662 1.9 0.3 -1.8
C 0.118 1.956 2.897 1.2 0.0 -3.5
O 1.790 -1.205 0.713 -0.5 0.4 1.6
```
Forces are in eV/Å.

Computed properties:
Orbital gap (eV): 9.406
LUMO (eV): 0.561
HOMO (eV): -8.8
SMILES: CC(C)(OS(C)(=O)=O)c1cccs1
Charge: 0
Spin multiplicity: 1



No. 3
Below is a cluster of 2 separate species, C8H12O6 in total at a distorted geometry, with properties calculated with ωB97M-V/def2-TZVPD.

```
26
Properties=species:S:1:pos:R:3:forces:R:3
C 69.153 74.627 43.005 7.3 1.1 -5.6
H 72.424 71.801 37.382 0.9 0.5 0.4
H 69.663 73.633 42.927 -0.1 1.2 1.4
H 67.800 76.206 40.170 1.8 0.4 1.3
H 70.300 70.265 40.040 -0.9 2.2 -1.0
H 69.568 75.628 43.288 0.9 -1.5 0.7
H 71.646 70.420 37.869 -0.1 -4.1 0.5
C 68.590 76.230 41.035 -2.2 2.6 -0.5
H 68.274 76.887 41.851 -1.1 -0.5 -0.1
O 70.712 71.664 36.476 0.1 -1.7 -1.5
C 70.601 71.392 39.944 0.6 -1.9 -0.7
H 68.271 74.684 43.282 -8.4 -0.6 3.7
C 69.454 71.925 36.839 -3.3 0.9 -9.0
O 71.998 76.336 40.438 -3.9 -2.1 0.2
H 68.319 73.985 40.995 1.3 2.3 1.1
H 70.220 72.012 40.699 -1.0 0.5 1.0
O 69.283 72.230 38.012 2.3 0.5 6.6
C 71.478 71.374 37.626 -0.3 4.0 -2.1
O 69.822 76.916 40.762 0.4 -0.8 -1.0
C 68.946 74.889 41.496 0.6 -3.6 -1.5
H 71.574 71.111 40.298 1.4 0.9 -0.1
C 70.816 75.984 40.617 2.3 2.7 0.5
O 68.558 72.080 35.996 1.8 -1.0 1.3
O 70.273 74.795 40.853 1.0 -1.4 -0.2
C 70.668 72.130 38.579 0.3 2.3 4.5
H 71.135 73.270 38.689 -1.7 -2.9 -0.1
```
Forces are in eV/Å.

Computed properties:
Orbital gap (eV): 10.574
LUMO (eV): 0.422
HOMO (eV): -10.2
SMILES: C[C@H]1COC(=O)O1.C[C@H]1COC(=O)O1
Charge: 0
Spin multiplicity: 1



No. 4
Below is a structure of composition C8H13BIrN2 at a distorted geometry, with properties calculated with ωB97M-V/def2-TZVPD.

```
25
Properties=species:S:1:pos:R:3:forces:R:3
H -0.392 2.911 0.376 0.1 -0.3 -0.1
N -1.337 -1.313 -0.440 -3.4 -1.6 0.2
H -2.306 -1.472 -0.172 0.0 -0.8 -0.1
Ir -0.046 0.066 -0.561 -0.5 -0.5 4.3
C 0.970 -1.611 -0.902 2.9 -3.2 -1.8
C -1.161 1.772 -1.410 0.1 1.0 -1.6
C 0.154 -0.071 2.598 0.3 -0.1 -1.3
H -0.013 1.150 4.465 0.0 -0.2 -0.1
N 0.286 -0.110 1.433 0.3 0.4 3.6
H 1.752 0.713 -2.756 -0.2 0.2 0.1
C 0.953 1.157 -2.172 0.6 1.6 -1.7
H -1.020 -0.598 4.427 0.2 0.1 -0.1
C 1.121 1.922 -0.967 -0.5 1.6 -0.7
B 0.016 -0.024 4.129 -0.2 0.0 0.8
H 0.991 -0.594 4.599 -0.2 0.1 -0.2
C -0.368 -2.321 -0.800 -0.3 -1.9 -0.3
H -0.627 -2.795 -1.768 0.0 0.2 0.4
H -0.312 -3.125 -0.037 -0.2 0.4 -0.2
C -0.459 1.038 -2.442 -0.1 1.8 -0.6
H -2.237 1.885 -1.326 0.2 -0.1 0.0
H 2.066 2.177 -0.498 -0.3 -0.1 -0.1
H 1.655 -1.901 -0.101 0.0 0.1 -0.3
H 1.410 -1.672 -1.903 0.1 -0.4 0.4
C -0.182 2.306 -0.500 0.9 1.5 -0.8
H -0.914 0.510 -3.273 0.1 0.2 0.2
```
Forces are in eV/Å.

Computed properties:
Orbital gap (spin up / spin down) (eV): 5.340 / 6.878
LUMO (spin up / spin down) (eV): 0.230 / -2.465
HOMO (spin up / spin down) (eV): -5.1 / -9.3
Charge: 0
Spin multiplicity: 6



No. 5
Below is the ion C8H13Br2N4 with charge +1 at a distorted geometry, with properties calculated with ωB97M-V/def2-TZVPD.

```
27
Properties=species:S:1:pos:R:3:forces:R:3
C 0.597 -0.445 0.421 -1.2 -0.7 0.6
C -1.138 0.683 -0.846 -3.1 -2.2 0.8
H -0.480 1.496 -0.953 0.5 1.0 -0.4
C 3.268 0.612 1.686 0.0 -4.9 -0.9
C 4.066 -1.669 0.748 1.3 -3.0 -0.7
H -2.982 -1.335 -1.600 -1.2 1.9 1.6
C -3.036 1.900 -1.644 -1.7 -1.6 1.2
H -3.955 1.998 -1.062 0.2 0.7 -0.3
H -1.266 -1.167 0.053 -0.6 0.2 -0.4
N -2.429 0.689 -1.149 1.1 1.4 -0.6
C 0.765 -1.640 1.361 -0.5 3.3 1.0
H 0.026 -1.511 2.194 0.7 -0.1 -0.4
H 1.779 -1.681 1.754 -0.3 -0.4 -0.1
Br 3.587 1.755 -0.829 -0.5 0.0 0.4
N -0.696 -0.383 -0.224 2.1 -1.0 1.3
N 3.953 -0.829 1.548 -0.4 4.3 2.3
H 4.035 1.237 1.849 2.4 2.3 1.0
H -3.247 1.786 -2.646 -1.0 -0.5 -2.3
H -2.432 2.719 -1.629 1.8 2.3 0.8
H 2.691 0.281 2.466 -1.6 0.5 2.5
C -3.379 -0.401 -0.947 0.8 -1.6 -1.7
C 2.505 0.899 0.536 0.5 1.5 -2.8
H 0.446 -2.449 0.815 -0.2 -2.5 -1.1
N 1.336 0.552 0.137 0.3 0.3 -0.7
H -4.408 -0.063 -1.304 1.6 -0.7 0.5
Br 3.761 -2.424 -0.860 -0.7 -0.1 -1.7
H -3.365 -0.610 0.124 -0.4 -0.4 -0.1
```
Forces are in eV/Å.

Computed properties:
Orbital gap (spin up / spin down) (eV): 5.582 / 8.831
LUMO (spin up / spin down) (eV): -3.540 / -4.528
HOMO (spin up / spin down) (eV): -9.1 / -13.4
Charge: +1
Spin multiplicity: 3



No. 6
Below is a structure of composition C8H13Cl2N3O3RuYb at a distorted geometry, with properties calculated with ωB97M-V/def2-TZVPD.

```
31
Properties=species:S:1:pos:R:3:forces:R:3
Cl 1.255 0.876 -2.573 -0.1 -0.3 -0.2
H 1.102 0.737 4.412 0.2 -0.1 0.0
C 0.812 -0.916 1.907 0.1 -1.4 1.4
H -0.021 -1.581 2.161 -0.1 0.1 0.3
Yb -0.408 -3.730 -6.443 -1.5 -1.0 0.6
C 1.226 -3.699 -8.421 4.3 0.2 -5.2
H 1.313 2.150 3.336 0.1 -0.4 0.0
C -2.150 2.734 1.362 0.1 0.5 -0.2
H -1.186 1.211 -0.160 -0.1 -0.2 0.4
C 2.703 0.528 0.211 9.9 2.9 4.0
H 1.725 -1.310 2.365 -0.2 0.2 -0.1
C -0.380 1.126 1.676 0.0 -0.5 -1.8
O 3.747 0.873 0.643 -4.7 -1.4 -1.9
C -1.312 2.169 3.667 -0.2 0.2 0.2
N 0.526 0.428 2.407 0.3 0.1 -0.2
N -1.109 2.133 2.215 -1.2 -0.4 0.2
H -1.395 1.144 4.045 0.0 0.2 0.1
H -2.791 3.377 1.970 0.2 -0.1 -0.1
Cl -2.109 -4.842 -5.193 1.3 0.9 -0.8
N -0.510 0.712 0.417 -1.5 1.4 0.8
H 2.438 0.786 3.216 -0.2 -0.2 0.0
Ru 1.126 0.026 -0.501 -2.8 0.5 -5.7
H -2.232 2.717 3.873 0.2 0.0 0.0
H -0.465 2.668 4.134 -0.1 0.2 0.2
C -0.738 -5.517 -8.122 -1.1 -4.7 -4.0
H -1.684 3.341 0.560 -0.1 -0.3 0.3
O -0.878 -6.361 -8.903 0.7 4.2 3.9
C 1.395 1.059 3.408 0.0 0.3 0.2
H -2.784 1.954 0.892 0.3 0.2 0.3
H 0.863 -1.046 0.794 -0.1 -1.2 2.3
O 1.918 -3.747 -9.356 -3.8 0.2 5.1
```
Forces are in eV/Å.

Computed properties:
Orbital gap (spin up / spin down) (eV): 4.913 / 4.817
LUMO (spin up / spin down) (eV): -14.339 / -16.298
HOMO (spin up / spin down) (eV): -19.3 / -21.1
Charge: +4
Spin multiplicity: 7



No. 7
Below is the ion C8H13ClFN4O2 with charge +1, with properties calculated with ωB97M-V/def2-TZVPD.

```
29
Properties=species:S:1:pos:R:3:forces:R:3
H 2.574 -2.456 0.350 0.0 -0.1 0.1
N -1.735 -0.664 -0.106 0.5 -0.4 0.6
H 1.544 -1.567 -1.515 0.0 0.3 -0.1
C 0.905 -1.478 -0.643 0.2 -0.7 0.2
H -1.587 1.921 -0.803 0.3 0.2 -0.1
H 0.975 -2.845 1.032 0.1 -0.1 0.0
C -2.335 -0.460 1.245 -0.4 0.0 -0.5
H 3.598 1.391 -0.948 -0.1 0.1 0.1
H 3.016 -0.085 -1.687 0.1 0.0 0.0
H 3.321 -0.033 0.062 0.0 0.0 0.0
F 1.182 1.805 -1.635 -0.1 -0.1 0.0
C -2.746 -1.060 -2.053 0.6 -0.2 0.3
O -2.856 0.806 1.334 0.2 0.0 0.4
H 1.501 1.607 0.343 -0.3 0.1 -0.1
H -3.107 -1.206 1.389 -0.2 0.2 0.0
H -2.379 2.756 1.113 -0.1 0.0 -0.1
C -1.859 1.808 1.200 -0.1 0.3 -0.1
Cl -1.052 -0.782 2.438 0.1 -0.1 0.0
H -1.232 1.848 2.088 0.1 -0.2 0.0
N -2.728 -0.281 -1.086 -0.2 0.1 -0.3
O -2.726 -1.761 -2.958 -0.4 0.1 -0.2
H 0.011 -2.057 -0.844 -0.1 0.2 -0.1
N -1.011 1.643 -0.007 -0.4 -0.3 0.2
C 2.952 0.531 -0.792 -0.1 -0.3 -0.2
H 1.711 -1.308 1.387 0.1 0.0 0.0
C 1.546 1.024 -0.575 0.7 0.1 0.1
C 1.596 -2.060 0.609 -0.2 0.2 -0.1
C -0.684 0.295 -0.209 -0.1 0.4 -0.1
N 0.522 -0.067 -0.472 -0.3 0.2 -0.1
```
Forces are in eV/Å.

Computed properties:
Orbital gap (eV): 9.815
LUMO (eV): -4.519
HOMO (eV): -14.3
SMILES: CCN(C1=[N+](N=C=O)[C@@H](Cl)OCN1)[C@@H](C)F
Charge: +1
Spin multiplicity: 1



No. 8
Below is a structure of composition C8H13ClHgO4 at a distorted geometry, with properties calculated with ωB97M-V/def2-TZVPD.

```
27
Properties=species:S:1:pos:R:3:forces:R:3
H -1.361 -0.297 -2.729 0.0 0.1 0.2
C 0.571 -1.662 1.411 0.1 0.2 0.3
H 0.150 -1.130 -2.712 -0.1 0.2 0.3
H -1.235 -2.633 0.698 0.1 0.2 -0.2
H 1.701 1.765 -0.531 -0.1 -0.7 -0.3
C 1.287 -0.392 -0.527 4.2 -0.5 -0.7
Cl -1.702 2.340 2.256 -0.5 -0.5 -0.4
C -0.622 -1.763 0.440 1.6 -3.3 1.9
O -0.900 2.740 1.123 -0.4 -0.2 0.8
O -2.386 3.423 2.869 0.2 -0.6 -0.3
C 0.235 0.942 -1.982 0.9 0.5 -0.1
H 0.901 -2.660 1.745 -0.2 0.2 -0.4
C 1.650 0.883 -1.213 -2.7 0.5 1.0
Hg -1.750 -0.071 0.661 -2.6 2.9 1.0
H -0.385 1.633 -1.393 -0.1 -0.3 -0.1
H 1.422 -1.235 -1.244 -0.5 0.7 0.5
C -1.007 -1.182 -0.837 -0.7 -0.4 -3.4
O -2.820 1.368 1.640 0.8 1.6 1.2
H -1.890 -1.742 -1.176 0.3 0.0 -0.1
O -0.961 1.526 3.183 -0.3 0.5 -0.5
H 0.274 -1.164 2.363 0.0 -0.3 -0.6
H 0.346 1.395 -2.969 -0.1 -0.1 -0.1
H 2.535 -1.602 0.575 0.1 0.4 0.3
C -0.470 -0.442 -2.105 -0.1 0.0 -0.3
H 2.571 0.916 -1.782 0.0 -0.4 -0.6
H 2.109 -0.085 1.453 -0.1 -0.2 -0.2
C 1.736 -0.871 0.781 0.2 -0.3 0.9
```
Forces are in eV/Å.

Computed properties:
Orbital gap (spin up / spin down) (eV): 7.777 / 6.240
LUMO (spin up / spin down) (eV): -0.054 / 0.000
HOMO (spin up / spin down) (eV): -7.8 / -6.2
Charge: 0
Spin multiplicity: 1



Look up the spin multiplicity of the seventh one. 1



Look up the spin multiplicity of the eighth one. 1



Copy entry 2 word for word.
Below is an isolated molecule of C8H12O3S2 at a distorted geometry, with properties calculated with ωB97M-V/def2-TZVPD.

```
25
Properties=species:S:1:pos:R:3:forces:R:3
C -2.276 -0.788 0.141 1.7 1.8 0.5
H -2.249 0.374 -2.164 -0.4 -0.8 -1.2
C 0.777 1.689 0.706 0.9 -1.2 -3.7
H 2.384 -3.403 -0.362 -0.8 1.7 -1.7
H 2.912 -2.634 -1.974 -0.6 0.1 0.2
C -0.338 0.891 0.691 -1.4 -0.3 0.3
H 1.472 1.613 -0.225 -1.3 0.8 2.0
O -0.092 -1.169 -0.981 -0.1 1.5 0.7
H -2.581 -1.394 -0.659 0.5 -2.0 -0.8
O 2.067 0.049 -1.380 -1.1 -2.0 0.4
C -1.086 0.106 -0.408 -0.2 -1.4 1.4
C 1.045 2.300 1.912 -1.8 -1.2 1.5
C -1.574 0.930 -1.580 2.9 -0.5 0.5
H -1.992 -1.185 1.127 -0.4 -0.6 -0.8
H -3.229 -0.291 0.205 -0.1 1.3 0.7
C 2.066 -2.739 -1.277 -0.8 -0.4 1.0
H 0.157 2.339 3.837 -0.3 0.7 2.7
H 1.133 -3.132 -1.718 0.8 -0.3 -0.2
H 1.905 2.845 2.108 1.3 1.1 0.3
H -0.658 1.306 -2.096 -1.1 -0.1 0.0
H -2.143 1.703 -1.144 -0.4 1.3 0.5
S -1.069 0.931 2.291 0.0 -0.2 -0.6
S 1.461 -1.095 -0.662 1.9 0.3 -1.8
C 0.118 1.956 2.897 1.2 0.0 -3.5
O 1.790 -1.205 0.713 -0.5 0.4 1.6
```
Forces are in eV/Å.

Computed properties:
Orbital gap (eV): 9.406
LUMO (eV): 0.561
HOMO (eV): -8.8
SMILES: CC(C)(OS(C)(=O)=O)c1cccs1
Charge: 0
Spin multiplicity: 1